Record 1
Entry from the Open Molecules 2025 dataset: 8 unconnected molecules or ions with the total composition C25H71N5O8 (wB97M-V/def2-TZVPD).

Geometry as XYZ:
```
109
Properties=species:S:1:pos:R:3:forces:R:3:mulliken_charge:R:1
C 7.316312 -15.728903 13.176530 0.17 0.13 -0.23 -0.52
O 6.538036 -15.424350 11.994712 2.00 -0.72 0.68 -0.45
C 5.222435 -15.208842 12.262563 -2.54 0.31 1.49 -0.27
C 4.393545 -16.435357 12.669611 -0.62 1.30 0.15 0.54
C 4.188481 -17.390030 11.540642 -0.06 -0.87 -0.89 -1.68
N 3.031140 -15.927256 13.123121 2.03 0.37 -0.60 0.07
H 8.389226 -15.645645 12.872456 -0.93 -0.13 0.28 0.29
H 7.134744 -16.770760 13.603027 0.07 1.32 -0.58 0.24
H 7.099926 -14.934608 13.945602 0.19 -0.80 -0.46 0.17
H 5.047820 -14.523775 13.147837 0.50 0.06 -0.85 0.13
H 4.719192 -14.801677 11.388487 0.22 0.36 -0.13 0.32
H 4.943418 -16.921279 13.457121 0.07 -0.48 0.67 0.21
H 5.030268 -18.011660 11.232757 0.46 0.14 0.62 0.38
H 3.949805 -16.905327 10.592508 -0.56 0.30 0.21 0.28
H 3.415313 -18.101520 11.820882 -0.30 -0.07 -0.23 0.45
H 2.493274 -16.744764 13.253419 -0.92 -0.81 0.48 0.25
H 3.027990 -15.361037 13.986184 0.09 -0.40 -0.77 -0.48
C 4.082096 -9.203468 8.949399 0.68 -1.33 -0.24 -0.69
O 3.968279 -10.426029 9.700980 -0.85 0.49 -0.22 -0.30
C 3.225206 -10.150724 10.874347 0.94 -0.43 0.97 -0.89
C 2.939105 -11.433017 11.707908 0.29 0.93 1.29 0.77
C 2.192162 -12.545244 11.019858 0.74 0.86 -1.59 -1.66
N 2.221602 -11.038311 12.982941 0.54 -0.38 -0.46 -0.45
H 3.068269 -8.852808 8.688570 0.46 0.24 0.14 0.31
H 4.611271 -9.520249 8.005487 -0.36 0.77 1.01 0.23
H 4.663931 -8.486153 9.584559 -0.49 -0.18 -0.89 0.28
H 3.936396 -9.537371 11.516126 -1.14 -0.17 -0.34 0.40
H 2.290344 -9.603986 10.678226 0.16 0.00 -0.12 0.38
H 3.961861 -11.743345 11.999156 -0.58 -0.35 0.06 0.03
H 1.298845 -12.158240 10.556869 -0.64 0.22 -0.03 0.41
H 1.946852 -13.397271 11.597840 -0.02 -0.68 0.99 0.24
H 2.791584 -12.891518 10.173912 0.08 -0.05 0.05 0.44
H 1.205533 -10.918914 12.880543 0.53 0.11 -0.19 0.18
H 2.656188 -10.206711 13.389487 -0.39 -0.25 -0.21 0.24
C 0.471122 -12.253669 21.506693 0.17 0.03 0.26 -0.70
O -0.086232 -11.195230 20.763939 0.03 -0.40 -0.17 -0.41
C 0.862452 -10.255224 20.320914 0.32 -0.20 -0.27 0.19
C 0.079027 -9.194294 19.533756 0.28 -0.57 -0.38 0.24
C -0.232871 -9.679710 18.053557 -0.04 -0.09 1.40 -1.30
N 0.880354 -7.980421 19.621507 0.54 0.48 -0.02 -0.51
H -0.304273 -12.961105 21.772884 -0.45 0.19 0.16 0.28
H 0.920309 -11.841680 22.427703 0.12 -0.37 -0.25 0.31
H 1.180006 -12.864879 20.935441 0.34 0.41 -0.05 0.23
H 1.389255 -9.787398 21.199699 -0.38 -0.36 -0.56 0.49
H 1.642106 -10.738024 19.666543 -0.52 0.28 0.54 -0.42
H -0.883717 -9.142809 20.076438 0.18 0.22 -0.36 0.28
H -0.855390 -8.960931 17.549534 -0.34 0.33 -0.19 0.46
H -0.771021 -10.627006 18.116552 -0.29 0.10 0.18 0.36
H 0.596676 -9.912893 17.395634 0.68 0.37 0.29 0.11
H 0.416015 -7.090243 19.428716 0.10 -0.65 0.11 0.23
H 1.413224 -7.923532 20.503131 -0.72 0.11 -0.76 0.18
C -0.471312 -16.034499 12.787463 -1.34 -0.01 -1.24 -0.43
O -1.396819 -15.006696 13.119123 1.05 0.74 -0.68 -0.47
C -0.691599 -13.799537 13.269104 0.47 1.09 1.19 0.58
C -1.705835 -12.703908 13.600789 0.79 0.27 -0.08 0.32
C -2.651264 -12.368401 12.454067 -0.72 -0.21 0.50 -1.41
N -0.922222 -11.489369 13.890059 0.49 -0.19 0.09 -0.38
H 0.263489 -15.702650 12.015988 -0.60 -0.31 0.34 0.25
H -1.152499 -16.837260 12.424330 1.06 0.13 0.20 0.33
H 0.062219 -16.288759 13.671335 0.61 -0.63 0.78 0.04
H 0.143739 -13.870084 14.042067 -1.27 -0.17 -0.23 -0.06
H -0.076550 -13.402474 12.447928 -0.53 -0.73 -0.82 -0.35
H -2.264353 -13.061038 14.456870 -0.39 0.02 0.35 0.30
H -3.323766 -11.532134 12.782886 0.59 -0.59 -0.53 0.38
H -3.287531 -13.229991 12.205419 0.16 0.22 0.15 0.33
H -2.087851 -12.117033 11.557440 0.01 0.30 0.02 0.28
H -1.495415 -10.708871 14.144428 -0.57 0.34 -0.07 0.26
H -0.309216 -11.614462 14.687172 0.07 -0.28 0.05 -0.01
C 6.027849 -10.786667 21.511484 -0.15 -0.37 1.25 -0.80
O 5.525828 -11.284333 20.278487 0.41 0.98 0.37 -0.25
C 4.857774 -10.258630 19.567084 -0.77 0.70 0.14 -0.93
C 4.229129 -10.809390 18.291120 -1.13 0.82 0.27 1.73
C 5.122160 -11.515610 17.362980 1.09 -0.21 -2.21 -1.40
N 3.529607 -9.708820 17.589229 1.37 -1.02 -0.38 -0.76
H 6.599504 -9.837298 21.533521 -0.68 -0.07 -0.80 0.30
H 6.754548 -11.478663 21.910456 0.16 -0.64 -0.19 0.27
H 5.240889 -10.749360 22.307763 0.24 0.26 -0.77 0.28
H 3.964690 -9.889887 20.151987 0.82 -0.12 -0.12 0.20
H 5.517055 -9.379576 19.402708 -0.18 -0.50 -0.14 0.39
H 3.530703 -11.551026 18.671492 -0.45 -0.35 0.11 -0.35
H 5.774874 -10.799381 16.815730 -0.43 -0.23 0.24 0.37
H 4.597467 -12.143727 16.562547 0.54 0.76 1.24 0.03
H 5.799578 -12.112041 17.939442 0.31 -0.78 0.16 0.34
H 3.193645 -10.065897 16.691510 -0.19 0.37 0.54 0.25
H 2.815212 -9.318790 18.157435 -0.96 0.42 0.21 0.22
C 0.289557 -18.813538 16.980312 -1.03 1.88 2.25 -1.21
C 1.287197 -17.748908 17.424664 -1.46 1.24 -0.95 -0.04
O 2.172964 -17.628062 16.323569 -0.35 -0.74 0.25 -0.38
H 0.875241 -19.478779 16.456371 0.81 -2.10 -1.01 0.34
H -0.469566 -18.378304 16.341149 0.03 0.07 -0.30 0.24
H -0.238028 -19.201182 17.866002 0.28 -0.38 -0.44 0.35
H 1.763982 -17.926440 18.383881 0.38 -0.47 0.03 0.38
H 0.737023 -16.780194 17.540022 0.32 -0.47 0.12 0.19
H 2.726392 -16.882798 16.492232 1.08 0.98 -0.04 0.25
C 5.301093 -15.281073 18.678438 -0.22 -0.33 0.66 -1.08
C 5.383216 -15.680034 17.207217 1.21 0.16 -1.07 -0.02
O 4.151932 -15.545756 16.493292 -0.51 -0.01 1.99 -0.24
H 6.275927 -15.414915 19.178172 -0.33 -0.91 -0.24 0.39
H 4.473749 -15.880252 19.166211 1.12 0.58 -0.32 0.26
H 5.179519 -14.234362 18.974033 -0.69 0.16 -0.92 0.12
H 5.637817 -16.746809 17.091443 0.27 0.25 0.57 0.31
H 6.173379 -15.124855 16.587388 -0.81 -0.45 1.26 0.17
H 4.406115 -15.295042 15.635675 0.06 0.57 -1.88 -0.10
C 1.908846 -13.582366 16.119142 -0.81 -1.57 -1.30 -0.32
O 2.382068 -13.526234 14.747557 0.31 -0.38 1.50 0.56
H 1.806417 -14.675967 16.381823 0.35 1.24 -0.19 0.07
H 2.500829 -13.071374 16.859886 0.55 0.20 0.07 -0.14
H 0.898841 -13.198416 16.130585 -0.45 0.33 0.26 0.32
H 2.178886 -12.670191 14.348742 0.16 0.46 -0.26 -0.16
```
Positions in Å, forces in eV/Å.

HOMO, eV: -8.887
Calculated total energy, Eh: -1870.613131
2S+1: 1
Net charge: 0

Record 2
Entry from the Open Molecules 2025 dataset: 2 unconnected molecules or ions with the total composition C3H5NO (wB97M-V/def2-TZVPD).

Geometry as XYZ:
```
10
Properties=species:S:1:pos:R:3:forces:R:3:nbo_charge:R:1
C -0.533550 -0.237737 -0.974528 0.29 0.26 0.15 0.30
C -0.431698 0.935596 -0.030693 -0.21 -0.02 -0.05 -0.46
N 0.960629 1.055858 0.410165 0.17 -0.39 -0.25 -0.40
C 1.541187 0.115283 -0.181531 0.02 0.27 0.22 0.33
O 0.711119 -0.682469 -1.015492 -0.18 0.01 -0.06 -0.48
H -1.551181 -2.017008 1.214741 0.00 -0.02 0.00 -0.01
H -1.589086 -1.818799 0.497508 -0.04 -0.07 0.08 0.00
H -0.766788 1.851652 -0.534155 0.03 -0.12 0.04 0.26
H -1.100282 0.788992 0.827163 0.06 0.02 -0.14 0.26
H 2.582713 -0.180913 -0.152981 -0.14 0.05 0.00 0.20
```
Positions in Å, forces in eV/Å.

HOMO, eV: -9.367
Calculated total energy, Eh: -247.166022
2S+1: 1
Net charge: 0
Energy relative to the best compared isomer or geometry (same formula, charge and spin), kcal per mole: 88.6

Record 3
Entry from the Open Molecules 2025 dataset: 4 unconnected molecules or ions with the total composition C17H28O9 (wB97M-V/def2-TZVPD).

Geometry as XYZ:
```
54
Properties=species:S:1:pos:R:3:forces:R:3:nbo_charge:R:1
C -0.809221 1.547480 1.135644 0.07 -0.49 1.48 -0.27
O -1.051909 0.457034 0.163591 -1.99 -0.02 1.10 -0.56
C -1.929881 -0.454833 0.798098 1.72 -2.60 2.66 0.80
O -1.484855 -1.089029 1.792766 -1.62 2.23 -3.26 -0.57
C -3.412765 -0.795045 0.337236 -0.24 0.51 -0.01 -0.55
C -4.332454 0.473861 0.001221 -1.58 -0.20 0.06 0.11
C -5.206532 0.988859 1.271533 0.22 -0.55 -1.62 -0.65
O -3.645993 1.567775 -0.643584 -0.33 0.02 1.10 -0.72
H -0.812962 2.575390 0.651871 -0.02 -1.56 0.32 0.20
H 0.169320 1.345128 1.703627 -1.49 0.45 -1.05 0.22
H -1.652047 1.442978 1.913673 1.39 0.77 -1.03 0.19
H -3.911393 -1.327459 1.227517 1.09 0.75 -1.32 0.25
H -3.452457 -1.550986 -0.531390 0.49 1.34 1.15 0.26
H -5.121688 0.106369 -0.756031 1.25 0.45 1.06 0.18
H -6.062704 1.612514 0.819288 1.41 -0.68 0.96 0.22
H -5.679425 0.062707 1.733528 0.70 1.37 -0.22 0.22
H -4.545913 1.585485 1.978635 -1.01 -0.81 -0.65 0.21
H -3.670039 2.356456 -0.052369 0.01 -1.02 -0.60 0.47
O -2.190373 -3.245152 -4.829348 -0.12 0.61 0.43 -0.58
C -1.595291 -2.578241 -4.022323 -0.05 -0.49 -0.81 0.79
C -0.273667 -2.929376 -3.392626 -0.12 0.01 0.50 -0.54
C -0.216532 -1.974580 -2.217563 0.26 0.14 0.22 -0.44
C -1.025104 -0.798964 -2.715015 -0.01 0.33 0.35 -0.08
O -2.018991 -1.362637 -3.581742 -0.22 -0.40 -0.26 -0.50
H 0.525816 -2.737858 -4.112580 -0.05 -0.14 -0.04 0.23
H -0.257760 -3.967503 -3.067858 0.09 0.06 -0.38 0.27
H 0.792851 -1.705158 -1.921233 -0.30 0.09 -0.07 0.24
H -0.712689 -2.426786 -1.352021 0.08 0.04 -0.02 0.20
H -0.420278 -0.091983 -3.291576 -0.04 -0.03 -0.01 0.17
H -1.510660 -0.264549 -1.899478 -0.09 0.07 -0.37 0.21
O 1.415869 -4.872318 -1.701944 0.21 0.65 0.31 -0.56
C 2.205243 -4.247266 -1.045439 -0.32 -0.70 -0.59 0.80
C 3.291386 -4.834439 -0.185245 0.10 0.14 0.53 -0.53
C 3.687306 -3.654835 0.677711 0.33 -0.12 0.54 -0.43
C 3.384052 -2.478036 -0.220215 0.27 0.46 0.18 -0.07
O 2.262322 -2.886256 -1.013769 0.18 -0.58 0.10 -0.50
H 4.112629 -5.165161 -0.825343 -0.12 -0.10 -0.02 0.24
H 2.912775 -5.662000 0.413706 0.03 -0.11 -0.36 0.25
H 4.725395 -3.684507 1.012456 -0.08 0.09 -0.05 0.22
H 3.047978 -3.618489 1.565083 0.07 0.04 -0.08 0.22
H 4.216354 -2.240523 -0.889570 -0.06 -0.03 0.00 0.18
H 3.123586 -1.585175 0.350541 -0.14 -0.03 -0.24 0.20
O 0.553574 3.350226 3.366806 0.46 -0.05 -0.63 -0.56
C 1.386007 3.932536 2.722633 -0.50 -0.31 0.83 0.79
C 1.732271 5.392049 2.845952 0.04 0.35 -0.43 -0.53
C 2.514501 5.642214 1.573087 0.09 0.60 -0.17 -0.43
C 3.130839 4.289703 1.298832 0.42 0.05 -0.34 -0.07
O 2.184160 3.336131 1.796043 -0.36 -0.02 0.22 -0.49
H 2.346663 5.538076 3.737344 -0.15 -0.02 0.05 0.24
H 0.833368 6.005826 2.893227 0.05 -0.17 0.33 0.25
H 3.251929 6.441567 1.660641 -0.01 -0.11 -0.05 0.22
H 1.825434 5.906528 0.764947 0.10 -0.03 0.05 0.21
H 4.077917 4.149141 1.828089 -0.06 -0.02 -0.01 0.18
H 3.294039 4.123111 0.232941 -0.06 -0.22 0.15 0.20
```
Positions in Å, forces in eV/Å.

HOMO, eV: -9.394
Calculated total energy, Eh: -1341.686482
2S+1: 1
Net charge: 0
Energy relative to the best compared isomer or geometry (same formula, charge and spin), kcal per mole: 0.0

Which value of net charge does entry 2 give?
0